Computed, not measured: C19H23N5O2 in the gas phase, with ωB97M-V/def2-TZVPD.

Results
LUMO level (eV): 0.570
ΔE to the lowest compared entry with this formula, charge and spin (kcal per mole): 0.00
SMILES: C[C@H]1CN(CCc2ccccc2)c2nc3c(c(=O)n(C)c(=O)n3C)n2C1

Positions of all 49 atoms, in Å:
C: 1.9751 2.0197 1.4959
H: 1.6918 0.9758 1.3873
H: 1.5097 2.4117 2.3967
H: 3.0540 2.0674 1.6183
C: 1.5369 2.8324 0.2804
C: 0.0151 2.7913 0.1197
N: -0.3527 1.4710 -0.3072
C: 0.4432 0.6380 -1.0152
N: -0.1411 -0.5241 -1.3042
C: -1.3657 -0.4304 -0.7409
C: -1.5449 0.7888 -0.1087
C: -2.7320 1.1377 0.5845
O: -2.9621 2.1747 1.1862
N: -3.6788 0.1015 0.5084
C: -3.5404 -1.1246 -0.1165
O: -4.4374 -1.9430 -0.1043
N: -2.3405 -1.3770 -0.7510
C: -2.1202 -2.6426 -1.4127
H: -1.2582 -3.1421 -0.9705
H: -1.9270 -2.4758 -2.4725
H: -3.0168 -3.2454 -1.2823
C: -4.9571 0.3164 1.1645
H: -5.1127 -0.4404 1.9331
H: -5.7643 0.2437 0.4360
H: -4.9310 1.3094 1.6076
N: 1.7010 0.9823 -1.3448
C: 2.4813 0.1235 -2.2028
H: 1.8054 -0.6610 -2.5427
H: 2.8278 0.6951 -3.0725
C: 3.6913 -0.4958 -1.4850
C: 3.3264 -1.0804 -0.1471
C: 2.2848 -1.9926 -0.0255
C: 1.9371 -2.4991 1.2135
C: 2.6338 -2.1149 2.3471
C: 3.6852 -1.2231 2.2332
C: 4.0247 -0.7084 0.9938
H: 4.8461 -0.0092 0.9138
H: 4.2389 -0.9220 3.1106
H: 2.3601 -2.5108 3.3139
H: 1.1182 -3.1988 1.2961
H: 1.7316 -2.2957 -0.9002
H: 4.4696 0.2580 -1.3478
H: 4.0998 -1.2759 -2.1322
C: 2.1818 2.3046 -1.0085
H: 3.2648 2.2468 -0.8777
H: 1.9764 3.0017 -1.8356
H: -0.5013 3.0090 1.0572
H: -0.3147 3.5263 -0.6261
H: 1.8467 3.8729 0.4142

Charges computed using Löwdin, reported in e:
1. C -0.043
2. H 0.076
3. H 0.085
4. H 0.078
5. C -0.307
6. C -0.086
7. N 0.061
8. C -0.297
9. N 0.205
10. C -0.216
11. C -0.058
12. C -0.374
13. O 0.053
14. N 0.028
15. C -0.444
16. O 0.071
17. N 0.013
18. C -0.005
19. H 0.088
20. H 0.095
21. H 0.088
22. C -0.010
23. H 0.098
24. H 0.098
25. H 0.084
26. N -0.042
27. C -0.144
28. H 0.110
29. H 0.127
30. C -0.123
31. C -0.238
32. C -0.051
33. C -0.076
34. C -0.092
35. C -0.092
36. C -0.067
37. H 0.110
38. H 0.102
39. H 0.100
40. H 0.101
41. H 0.101
42. H 0.104
43. H 0.122
44. C -0.106
45. H 0.126
46. H 0.133
47. H 0.131
48. H 0.137
49. H 0.143

---

Computed, not measured: 3 unconnected molecules or ions with the total composition C5H13NO3, with ωB97M-V/def2-TZVPD.

Results
LUMO level (eV): 0.819
ΔE to the lowest compared entry with this formula, charge and spin (kcal per mole): 53.43
SMILES: C=C(N)O.CC=O.CO

Positions of all 22 atoms, in Å:
C: -0.7611 -1.5726 1.4363
C: 0.0042 -1.1360 -1.4774
C: 0.6081 -1.8890 1.9406
O: -1.2416 -0.4615 1.3579
O: -1.1845 -0.4131 -1.6763
H: -1.1381 1.4979 1.0634
H: -1.5017 -0.0955 -0.8186
H: -1.3790 -2.4615 1.2081
H: 0.4488 -1.2758 -2.4635
H: -0.1893 -2.1395 -1.0766
H: 1.2525 -1.0121 1.8945
H: 1.0439 -2.7060 1.3661
H: 0.5301 -2.2200 2.9775
C: 1.0948 1.3977 0.1009
C: 0.0169 2.0848 -0.3406
N: -0.0533 2.7300 -1.5492
O: -1.1639 2.1261 0.3189
H: -0.9847 2.7760 -1.9369
H: 0.6641 2.4988 -2.2168
H: 0.7244 -0.4266 -0.8664
H: 1.1672 1.1673 1.1507
H: 2.0422 1.5308 -0.3924

Charges computed using Löwdin, reported in e:
1. C -0.299
2. C -0.189
3. C -0.040
4. O 0.017
5. O -0.126
6. H 0.082
7. H 0.045
8. H 0.130
9. H 0.076
10. H 0.067
11. H 0.071
12. H 0.084
13. H 0.090
14. C -0.032
15. C -0.543
16. N 0.134
17. O 0.045
18. H 0.103
19. H 0.101
20. H 0.078
21. H 0.048
22. H 0.058

---

Computed, not measured: a molecular structure, C3H2NO3S2, with ωB97M-V/def2-TZVPD.

Results
LUMO level (eV): 3.248
ΔE to the lowest compared entry with this formula, charge and spin (kcal per mole): 38.93
Net charge: -1

Positions of all 11 atoms, in Å:
C: 0.8696 -0.9170 -0.6424
C: -0.2757 -0.9679 1.4416
C: 0.7460 0.4789 -0.6830
N: 0.5319 -1.3992 0.6495
O: 1.3161 -1.6660 -1.4575
O: -2.0318 0.4403 -1.2527
O: -1.1799 2.0825 0.4177
S: -0.8369 -0.5870 2.8847
S: -1.1179 0.6827 -0.0511
H: 1.1315 0.8261 0.2401
H: 0.8471 1.0266 -1.5467

Charges computed using Löwdin, reported in e:
1. C -0.601
2. C -0.895
3. C -0.152
4. N 0.081
5. O 0.079
6. O -0.498
7. O -0.484
8. S 0.604
9. S 0.705
10. H 0.085
11. H 0.076